1.
ORCA calculation (wB97M-V/def2-TZVPD) on a structure of composition C24H24F12FeN3O2.

The geometry in ORCA input format:
```
! wB97M-V def2-TZVPD RIJCOSX def2/J DEFGRID3
* xyz -1 5
Fe -0.50 1.05 -0.62
C 4.49 0.00 4.48
C 3.50 -0.11 3.36
C 3.58 -1.11 2.39
C 2.66 -1.18 1.37
C 1.57 -0.29 1.23
N 0.67 -0.44 0.22
C 0.50 -1.65 -0.42
C 0.37 -2.84 0.35
C 0.16 -4.08 -0.21
C 0.05 -4.22 -1.59
C -0.17 -5.57 -2.23
C 0.13 -3.07 -2.35
C 0.32 -1.79 -1.82
C 0.35 -0.60 -2.83
O 0.42 0.65 -2.30
C 1.58 -0.75 -3.76
F 1.82 0.36 -4.48
F 1.47 -1.76 -4.67
F 2.69 -1.00 -3.04
C -0.96 -0.60 -3.69
F -2.02 -0.38 -2.89
F -1.25 -1.72 -4.39
F -0.94 0.40 -4.59
C 1.54 0.79 2.16
C 2.48 0.82 3.20
C 0.51 1.95 2.12
O -0.17 2.15 0.98
C -0.54 1.72 3.25
F -1.42 2.74 3.34
F -1.26 0.61 2.98
F -0.04 1.54 4.49
C 1.22 3.33 2.40
F 2.35 3.44 1.70
F 0.43 4.36 2.02
F 1.52 3.59 3.69
H 4.67 -0.97 4.95
H 4.14 0.68 5.26
H 5.46 0.37 4.13
H 4.38 -1.84 2.43
H 2.77 -1.96 0.63
H 0.46 -2.74 1.42
H 0.08 -4.95 0.44
H 0.04 -6.38 -1.52
H 0.48 -5.71 -3.09
H -1.20 -5.69 -2.57
H 0.05 -3.18 -3.42
H 2.42 1.61 3.93
N -2.31 -0.04 0.15
C -3.68 0.47 0.20
C -3.66 1.99 0.07
C -3.52 2.45 -1.40
C -2.47 3.55 -1.60
N -1.12 2.97 -1.61
H -2.28 -1.01 -0.15
H -1.89 -0.01 1.07
H -4.20 0.15 1.11
H -4.23 0.05 -0.65
H -2.82 2.36 0.66
H -4.56 2.42 0.51
H -4.49 2.76 -1.79
H -3.20 1.60 -2.01
H -2.52 4.26 -0.77
H -2.68 4.11 -2.51
H -0.45 3.57 -1.17
H -0.80 2.76 -2.55
*
```

As for the expectation value of S²: 6.010. The value obtained for the molecular weight is 670.3 g/mol. As for the highest occupied orbital energy (alpha / beta): -0.13172 / -0.12874 Eh. The calculation puts the total energy at -3706.0285 Eh. For the energy above the lowest of the compared OMol25 structures with the same formula, charge and spin, the calculation gives 0.0 kJ/mol. The calculation puts the largest force on an atom at 0.43 eV/Å. The value obtained for the gap between HOMO and LUMO (alpha / beta) is 6.4 / 6.4 eV. The LUMO energy (alpha / beta) is 0.1051 / 0.1051 Eh.

Atomic partial charges in e from the Löwdin method, atoms 1 to 5:
1. Fe 0.779
2. C -0.073
3. C -0.294
4. C -0.064
5. C -0.031

2.
ORCA calculation (wB97M-V/def2-TZVPD) on a cluster of 2 separate species, C5H11O3 in total in a non-equilibrium geometry.

The geometry in ORCA input format:
```
! wB97M-V def2-TZVPD RIJCOSX def2/J DEFGRID3
* xyz -1 1
C 0.21 -1.35 1.73
C 1.32 -1.99 0.90
C 0.73 -0.38 2.82
O -0.77 -0.80 0.91
H -0.31 -2.17 2.25
H 2.29 -2.07 1.41
H 0.44 -0.73 3.81
H 1.82 -0.37 2.81
H 0.33 0.62 2.63
H -0.61 0.07 0.46
H 1.53 -1.31 0.07
H 0.97 -2.91 0.46
C 0.53 0.48 -2.26
C -0.57 1.36 -1.61
O -0.49 1.52 -0.35
O -1.39 1.84 -2.39
H 1.10 1.13 -2.93
H 0.09 -0.36 -2.81
H 1.21 0.00 -1.55
*
```

The value obtained for the molecular weight is 119.1 g/mol. As for the highest occupied orbital energy: -0.16444 Eh. The calculation puts the total energy at -422.8927 Eh. For the energy above the lowest of the compared OMol25 structures with the same formula, charge and spin, the calculation gives 55.0 kJ/mol. The calculation puts the largest force on an atom at 1.02 eV/Å. The value obtained for the gap between HOMO and LUMO is 8.2 eV. The LUMO energy is 0.1385 Eh.

Atomic partial charges in e from the Löwdin method, atoms 1 to 5:
1. C -0.513
2. C -0.061
3. C -0.048
4. O -0.081
5. H 0.118

Question: Among the records above, which one has the lowest largest force on an atom?
Answer: C24H24F12FeN3O2

Question: Which value of molecular weight does entry 1 give?
Answer: 670.3 g/mol